Computed, not measured: 2 unconnected molecules or ions with the total composition C4H8NO at a distorted geometry, with ωB97M-V/def2-TZVPD.

Last column: Löwdin charge in e.
Atoms and positions in Å:
C1 -1.264 -0.375 0.808  0.34
C2 1.628 0.175 -1.607  -0.31
C3 2.729 -0.579 -2.174  -0.07
C4 -2.794 0.681 2.552  -0.02
N1 -1.992 0.152 1.557  0.10
O1 0.741 -0.241 -0.864  0.07
H1 -0.539 -0.674 -0.037  0.10
H2 1.504 1.174 -1.985  0.16
H3 2.515 -1.390 -2.920  0.10
H4 3.103 -1.260 -1.361  0.10
H5 3.550 -0.111 -2.688  0.09
H6 -3.747 0.237 2.633  0.11
H7 -2.945 1.727 2.506  0.11
H8 -2.489 0.482 3.580  0.13

Energy above the lowest of the compared OMol25 structures with the same formula, charge and spin = 40.06 kcal per mole
Kohn-Sham gap (spin up / spin down) = 6.11 / 9.06 eV
Multiplicity = 3
F_max = 5.04 eV Å⁻¹
LUMO level (spin up / spin down) = -4.23 / -6.96 eV
<S²> = 2.006
Net charge = +1
HOMO (spin up / spin down) = -10.342 / -16.023 eV

Computed, not measured: 5 unconnected molecules or ions with the total composition C32H37ClFNO18P2S at a distorted geometry, with ωB97M-V/def2-TZVPD.

Last column: Löwdin charge in e.
Atoms and positions in Å:
C1 -5.074 -3.145 -4.382  -0.05
C2 -4.400 -3.437 -5.734  -0.27
O1 -2.999 -3.264 -5.673  -0.16
C3 -2.595 -1.905 -5.776  -0.22
C4 -1.585 -1.551 -4.679  -0.16
C5 -1.789 -0.122 -4.171  -0.20
C6 -0.496 0.523 -3.621  -0.15
C7 -0.415 0.527 -2.071  -0.10
C8 0.001 -0.825 -1.576  -0.07
C9 -0.821 -1.800 -1.164  -0.07
C10 -2.308 -1.680 -1.098  -0.02
C11 -2.903 -2.506 0.001  -0.47
O2 -2.410 -2.779 1.035  0.19
F1 -4.151 -2.892 -0.268  0.13
C12 -0.228 -3.100 -0.771  -0.26
O3 -0.830 -4.134 -0.897  0.17
C13 1.169 -3.077 -0.223  0.02
C14 1.646 -4.048 0.655  -0.15
O4 0.793 -5.110 1.000  0.08
C15 0.482 -5.176 2.256  -0.34
N1 0.345 -5.467 3.354  0.19
C16 2.951 -3.961 1.137  -0.30
P1 3.715 -5.205 2.234  0.39
S1 4.115 -6.845 1.262  0.12
C17 3.770 -2.904 0.751  -0.08
C18 3.318 -1.914 -0.125  -0.29
P2 4.510 -0.570 -0.545  0.64
O5 5.467 -0.630 0.780  -0.37
Cl1 3.446 1.180 -0.180  0.26
C19 2.014 -2.038 -0.608  -0.08
C20 1.474 -1.055 -1.582  -0.32
O6 2.199 -0.474 -2.352  0.06
H1 -4.379 -2.598 -3.750  0.06
H2 -6.001 -2.595 -4.511  0.07
H3 -5.281 -4.073 -3.858  0.07
H4 -4.831 -2.815 -6.522  0.11
H5 -4.589 -4.468 -6.018  0.11
H6 -3.460 -1.246 -5.726  0.12
H7 -2.090 -1.780 -6.736  0.12
H8 -0.570 -1.666 -5.052  0.11
H9 -1.712 -2.314 -3.911  0.10
H10 -2.071 0.478 -5.031  0.10
H11 -2.588 -0.031 -3.442  0.10
H12 0.315 -0.108 -3.970  0.10
H13 -0.352 1.522 -4.016  0.10
H14 -1.371 0.826 -1.653  0.11
H15 0.374 1.228 -1.810  0.11
H16 -2.586 -0.654 -0.868  0.14
H17 -2.810 -1.941 -2.027  0.11
H18 2.918 -5.385 3.370  -0.03
H19 4.900 -4.603 2.689  -0.01
H20 4.779 -2.839 1.133  0.10
H21 4.962 -0.354 1.570  0.01
C21 1.456 1.592 4.277  -0.09
C22 0.882 0.213 4.041  -0.09
O7 1.986 -0.465 3.412  0.06
C23 3.120 0.161 3.775  -0.57
O8 4.219 -0.250 3.539  0.13
O9 2.861 1.317 4.414  0.07
H22 1.065 2.068 5.173  0.13
H23 1.311 2.263 3.431  0.11
H24 0.632 -0.303 4.959  0.10
H25 0.011 0.217 3.392  0.14
C24 -1.342 5.289 -4.803  -0.11
C25 -2.481 5.820 -3.958  -0.11
O10 -3.377 4.705 -3.920  0.07
C26 -2.661 3.578 -4.145  -0.55
O11 -3.078 2.474 -4.014  0.17
O12 -1.401 3.883 -4.541  0.05
H26 -0.373 5.691 -4.519  0.13
H27 -1.500 5.454 -5.870  0.13
H28 -2.170 6.057 -2.939  0.13
H29 -2.968 6.688 -4.393  0.13
C27 4.253 4.997 1.602  -0.11
C28 3.459 5.626 0.477  -0.12
O13 2.138 5.132 0.724  0.06
C29 2.049 4.804 2.035  -0.57
O14 1.038 4.514 2.590  0.15
O15 3.264 4.847 2.626  0.06
H30 5.073 5.623 1.942  0.13
H31 4.638 4.010 1.344  0.12
H32 3.444 6.716 0.535  0.13
H33 3.803 5.327 -0.510  0.13
C30 -1.501 1.558 8.498  -0.11
C31 -0.689 0.430 9.097  -0.11
O16 -0.893 -0.627 8.154  0.07
C32 -1.222 -0.074 6.965  -0.57
O17 -1.289 -0.668 5.937  0.16
O18 -1.456 1.254 7.099  0.06
H34 -1.078 2.540 8.690  0.13
H35 -2.541 1.546 8.826  0.13
H36 0.377 0.659 9.143  0.13
H37 -1.031 0.132 10.085  0.13

Kohn-Sham gap = 7.25 eV
SMILES = CCOCCCCCC1=C(CC(=O)F)C(=O)c2c(OC#N)c([PH2]=S)cc(P(O)Cl)c2C1=O.O=C1OCCO1.O=C1OCCO1.O=C1OCCO1.O=C1OCCO1
Multiplicity = 1
F_max = 1.56 eV Å⁻¹
LUMO level = -1.29 eV
HOMO = -8.549 eV

Computed, not measured: a molecular structure, C39H48Cl4NO2Si4Te2V at a distorted geometry, with ωB97M-V/def2-TZVPD.

Last column: Löwdin charge in e.
Atoms and positions in Å:
V1 1.769 -0.272 1.363  0.40
C1 3.686 1.627 -0.151  -0.27
C2 3.436 1.332 1.224  -0.30
C3 2.681 2.435 1.733  -0.20
C4 2.407 3.294 0.691  -0.20
C5 3.024 2.798 -0.477  -0.19
H1 4.365 1.085 -0.811  0.08
H2 4.116 0.743 1.839  0.10
H3 2.409 2.578 2.771  0.08
H4 1.800 4.183 0.741  0.08
H5 2.998 3.276 -1.445  0.08
Cl1 2.623 -7.247 0.256  0.63
C6 2.840 -5.526 0.353  -0.67
C7 4.052 -5.034 0.803  -0.14
C8 4.227 -3.668 0.910  -0.59
Cl2 5.734 -3.050 1.508  0.69
C9 3.214 -2.763 0.559  -0.48
O1 3.372 -1.475 0.609  -0.34
C10 2.004 -3.315 0.079  -0.21
C11 0.939 -2.311 -0.176  -0.56
O2 0.477 -1.773 0.977  -0.38
C12 1.804 -4.679 0.004  -0.06
H6 4.852 -5.702 1.081  0.10
H7 0.112 -2.742 -0.790  0.12
H8 0.853 -5.069 -0.335  0.12
Cl3 -0.433 2.073 4.171  0.79
C13 0.451 0.850 4.987  -0.58
C14 0.402 0.676 6.353  -0.11
C15 1.188 -0.295 6.958  -0.10
C16 2.047 -1.076 6.195  -0.11
C17 2.067 -0.915 4.828  -0.57
Cl4 3.044 -1.880 3.791  0.81
C18 1.253 0.034 4.163  -0.41
N1 1.283 0.117 2.852  -0.13
H9 -0.252 1.304 6.937  0.10
H10 1.130 -0.449 8.026  0.10
H11 2.696 -1.804 6.657  0.10
C19 -3.416 -0.269 -2.469  -0.22
Si1 -3.754 -0.082 -0.581  0.42
C20 -3.242 -1.713 0.299  -0.21
C21 -5.680 0.018 -0.455  -0.23
Si2 -2.337 1.723 0.278  0.14
Te1 0.033 0.917 -0.119  0.78
Si3 -3.430 2.380 2.318  0.40
C22 -5.264 2.848 1.959  -0.22
C23 -2.758 3.975 3.171  -0.26
C24 -3.543 0.861 3.498  -0.24
Si4 -2.567 3.517 -1.295  0.39
C25 -1.679 5.092 -0.659  -0.21
C26 -4.414 3.986 -1.593  -0.21
C27 -1.824 3.121 -3.022  -0.21
H12 -3.571 -1.278 -2.838  0.02
H13 -2.386 0.009 -2.669  -0.01
H14 -4.050 0.390 -3.052  0.01
H15 -3.474 -2.610 -0.271  0.02
H16 -3.719 -1.809 1.270  0.01
H17 -2.168 -1.697 0.477  -0.01
H18 -6.163 -0.775 -1.020  0.02
H19 -6.039 0.962 -0.847  0.00
H20 -6.017 -0.063 0.572  0.01
H21 -5.344 3.840 1.534  0.00
H22 -5.873 2.832 2.858  0.03
H23 -5.686 2.155 1.246  -0.01
H24 -3.431 4.813 3.027  0.01
H25 -1.805 4.242 2.732  0.00
H26 -2.607 3.859 4.239  0.00
H27 -4.428 0.274 3.274  0.01
H28 -3.578 1.131 4.549  0.02
H29 -2.679 0.221 3.350  0.00
H30 -2.162 5.490 0.224  0.01
H31 -1.633 5.887 -1.396  0.02
H32 -0.662 4.832 -0.386  0.01
H33 -4.910 4.171 -0.651  -0.01
H34 -4.947 3.180 -2.083  0.01
H35 -4.522 4.875 -2.205  0.02
H36 -0.860 2.642 -2.872  0.00
H37 -1.672 4.001 -3.639  0.02
H38 -2.447 2.431 -3.579  0.01
Te2 1.997 -0.710 -1.216  1.61
C28 3.317 -2.084 -2.171  -0.37
C29 2.745 -3.229 -2.698  -0.12
C30 3.530 -4.286 -3.110  -0.07
C31 4.908 -4.196 -3.007  -0.09
C32 5.491 -3.043 -2.515  -0.08
C33 4.695 -1.989 -2.095  -0.10
C34 0.983 -0.765 -3.142  -0.40
C35 1.813 -0.215 -4.108  -0.15
C36 1.559 -0.385 -5.452  -0.08
C37 0.451 -1.113 -5.852  -0.09
C38 -0.408 -1.635 -4.902  -0.09
C39 -0.138 -1.471 -3.552  -0.13
H39 1.664 -3.311 -2.773  0.11
H40 3.062 -5.182 -3.496  0.11
H41 5.522 -5.037 -3.294  0.10
H42 6.569 -2.968 -2.445  0.10
H43 5.169 -1.106 -1.679  0.11
H44 2.689 0.339 -3.783  0.10
H45 2.235 0.028 -6.186  0.10
H46 0.264 -1.276 -6.905  0.10
H47 -1.280 -2.193 -5.213  0.10
H48 -0.800 -1.915 -2.817  0.10

Kohn-Sham gap (spin up / spin down) = 6.45 / 6.49 eV
Multiplicity = 2
F_max = 5.32 eV Å⁻¹
LUMO level (spin up / spin down) = 2.16 / 2.18 eV
<S²> = 0.806
Net charge = -1
HOMO (spin up / spin down) = -4.291 / -4.305 eV

Computed, not measured: a molecular structure, C21H23N9O7SiTa at a distorted geometry, with ωB97M-V/def2-TZVPD.

Last column: Löwdin charge in e.
Atoms and positions in Å:
Ta1 0.501 -0.206 0.646  1.98
N1 1.943 0.124 4.701  0.18
C1 0.619 0.213 5.077  0.01
C2 -0.112 0.109 3.938  -0.05
N2 0.755 -0.040 2.871  -0.04
C3 1.986 -0.026 3.378  -0.23
C4 3.057 -0.188 2.417  -0.22
N3 2.673 -0.303 1.146  -0.05
C5 3.824 -0.471 0.398  -0.05
C6 4.889 -0.457 1.238  0.02
N4 4.382 -0.275 2.508  0.18
H1 2.727 0.173 5.339  0.20
H2 0.323 0.341 6.105  0.15
H3 -1.181 0.132 3.818  0.13
H4 3.811 -0.607 -0.669  0.13
H5 5.945 -0.561 1.054  0.15
H6 4.944 -0.224 3.348  0.20
C7 -1.033 -3.551 1.696  0.01
C8 -1.856 -2.328 1.492  -0.27
C9 -3.232 -2.301 1.601  0.04
C10 -3.921 -1.117 1.368  0.04
C11 -3.260 0.061 1.036  0.03
C12 -1.886 0.013 0.947  -0.37
N5 -1.218 -1.174 1.180  -0.05
N6 -0.960 1.052 0.623  -0.17
Si1 -1.385 2.798 0.043  0.52
C13 0.048 3.818 0.624  -0.15
C14 -2.941 3.372 0.855  -0.16
C15 -1.557 2.608 -1.804  -0.14
H7 -1.358 -4.086 2.588  0.11
H8 0.029 -3.318 1.788  0.08
H9 -1.159 -4.219 0.843  0.10
H10 -3.760 -3.205 1.868  0.15
H11 -5.001 -1.106 1.450  0.14
H12 -3.799 0.976 0.857  0.10
H13 -0.191 4.261 1.592  0.05
H14 0.219 4.644 -0.070  0.06
H15 0.992 3.280 0.717  0.02
H16 -2.985 3.154 1.924  0.05
H17 -3.859 3.035 0.374  0.04
H18 -2.930 4.463 0.763  0.07
H19 -1.728 1.575 -2.117  0.03
H20 -0.696 3.011 -2.339  0.04
H21 -2.422 3.182 -2.144  0.06
O1 1.135 0.418 -6.858  0.14
N7 0.711 -0.637 -6.451  -0.34
O2 0.314 -1.575 -7.093  0.15
C16 0.672 -0.792 -4.972  -0.06
C17 1.112 0.248 -4.190  0.13
C18 1.073 0.079 -2.806  -0.04
C19 0.626 -1.117 -2.211  -0.18
O3 0.731 -1.300 -0.891  -0.19
C20 0.130 -2.107 -3.057  -0.01
C21 0.168 -1.965 -4.432  0.15
N8 -0.502 -3.334 -2.507  -0.32
O4 -0.494 -4.304 -3.207  0.19
O5 -1.011 -3.235 -1.403  0.08
N9 1.500 1.216 -2.012  -0.22
O6 1.361 1.194 -0.729  -0.15
O7 1.972 2.170 -2.521  0.24
H22 1.465 1.163 -4.649  0.16
H23 -0.197 -2.756 -5.079  0.16

Energy above the lowest of the compared OMol25 structures with the same formula, charge and spin = 0.33 kcal per mole
Kohn-Sham gap = 7.24 eV
Multiplicity = 1
F_max = 1.04 eV Å⁻¹
LUMO level = -10.74 eV
Net charge = +3
HOMO = -17.984 eV